(1)
75
Properties=species:S:1:pos:R:3:forces:R:3 method="wB97M-V/def2-TZVPD" spin_multiplicity=5 orbital_gap_ev="6.63 / 6.52" homo_ev="-7.0 / -7.0" e_tot_ha=-3858.51042 relative_energy_ev=1.1192 lumo_energy_ev="-0.36 / -0.51" charge=0
Fe 0.009984 -0.392387 -0.854440 -0.48 -0.33 1.23
N -4.166416 0.666913 0.001260 -0.09 -0.17 0.14
C -3.092116 0.009713 -0.485740 0.58 0.15 -0.65
S -2.061016 0.872813 -1.565340 0.39 -0.05 -0.29
N -2.926216 -1.250687 -0.185040 -1.19 -0.59 0.95
N -1.769716 -1.786287 -0.542340 1.12 -0.14 -0.69
C -1.644116 -3.063287 -0.747140 -1.02 1.14 0.50
C -2.773816 -4.006487 -0.624640 -0.20 -0.11 0.05
C -3.134816 -4.828187 -1.690140 0.04 0.16 0.08
C -4.240216 -5.652987 -1.594140 -0.09 -0.09 -0.04
C -4.996816 -5.671587 -0.433640 -0.03 -0.03 -0.07
C -4.638016 -4.865387 0.633260 -0.02 -0.03 0.04
C -3.537216 -4.034687 0.537960 0.12 -0.07 0.03
C -0.346516 -3.504987 -1.210340 0.92 -0.29 -0.39
C -0.023616 -4.866387 -1.294840 -0.20 0.40 0.05
C 1.180684 -5.245587 -1.844440 0.23 0.28 -0.08
C 2.056884 -4.257987 -2.281840 -0.13 -0.19 0.04
C 1.689084 -2.932787 -2.118240 0.25 0.03 -0.13
N 0.526284 -2.551787 -1.602840 -0.23 0.13 0.30
H -4.426416 1.534513 -0.431740 0.03 -0.02 0.04
H -4.860716 0.149113 0.512860 0.01 -0.06 -0.02
H -2.561316 -4.801887 -2.604840 0.07 0.00 -0.11
H -4.518316 -6.276287 -2.431040 -0.02 -0.05 -0.07
H -5.868416 -6.306087 -0.366640 -0.05 -0.07 0.02
H -5.222516 -4.881587 1.540560 -0.05 0.01 0.10
H -3.256416 -3.404087 1.365160 -0.01 0.12 0.08
H -0.731716 -5.596787 -0.939040 -0.04 -0.06 0.02
H 1.432284 -6.292287 -1.936640 0.05 -0.05 0.00
H 2.998484 -4.518287 -2.741040 0.07 0.08 0.00
H 2.350884 -2.132487 -2.429440 0.02 -0.01 0.06
Cl 4.007384 -1.223987 5.505660 0.12 -0.04 0.16
C 2.847684 -1.024187 4.229860 0.42 0.01 -0.32
C 1.479084 -1.030087 4.541160 -0.25 0.02 -0.21
C 0.552784 -0.855787 3.555160 -0.08 0.04 0.20
C 0.923284 -0.627687 2.194060 0.13 0.05 -0.43
O 0.032084 -0.411787 1.315660 -0.03 -0.37 -0.39
C 2.334584 -0.665887 1.900760 -0.59 -0.05 -0.03
C 2.823684 -0.514987 0.579660 0.03 -0.02 -0.08
O 2.195184 -0.161387 -0.437040 -0.21 -0.48 -0.29
C 3.264884 -0.873387 2.939860 -0.04 0.00 0.27
H 1.171784 -1.180787 5.567060 -0.02 0.00 0.02
H -0.503516 -0.867587 3.779160 -0.09 0.03 0.01
H 3.898284 -0.747687 0.459760 -0.05 0.21 -0.05
H 4.317984 -0.875287 2.701460 0.16 -0.05 0.02
C 0.996084 1.747313 -3.073240 0.08 -0.04 0.24
C 1.688884 2.622113 -2.041840 -0.24 0.15 0.54
C 1.898684 4.028713 -2.577740 0.07 -0.12 0.09
Sb 0.574184 2.487113 -0.116640 0.72 0.94 -0.01
C 2.327384 2.878213 1.222760 -0.53 -0.01 -0.41
C 1.871684 2.930013 2.671260 -0.04 -0.17 -0.16
C 3.142184 4.105613 0.867460 -0.02 -0.20 -0.06
C -0.505016 4.459613 -0.066740 0.41 -0.64 -0.02
C -1.476516 4.550013 -1.229140 0.11 -0.08 -0.05
C -1.262816 4.537413 1.247760 0.20 -0.08 0.01
H 1.564984 1.724813 -4.002940 0.04 -0.10 -0.15
H -0.005516 2.114813 -3.293140 -0.10 -0.05 -0.06
H 0.905084 0.713213 -2.708540 0.03 0.01 -0.26
H 2.658984 2.179813 -1.797340 -0.03 -0.01 0.07
H 0.960084 4.466013 -2.908340 -0.06 0.10 -0.04
H 2.569984 4.000513 -3.437740 0.07 0.07 -0.13
H 2.336784 4.683913 -1.829340 0.03 0.13 0.01
H 2.945984 1.987813 1.084660 -0.08 0.02 -0.08
H 1.405284 3.888313 2.884660 -0.12 0.11 0.12
H 2.723784 2.817413 3.341160 0.09 0.01 0.14
H 1.160284 2.135313 2.889560 -0.08 -0.04 0.18
H 2.522584 4.999313 0.866560 -0.04 0.19 -0.03
H 3.611784 3.997313 -0.105740 0.07 0.10 -0.16
H 3.931984 4.247213 1.605460 0.16 0.10 0.09
H 0.232084 5.261513 -0.128740 0.10 -0.01 0.00
H -2.174016 3.714113 -1.207740 -0.08 -0.02 -0.05
H -0.962816 4.530713 -2.186740 -0.06 0.01 -0.15
H -2.050616 5.476613 -1.170540 -0.05 0.11 -0.01
H -1.949216 3.695413 1.334560 -0.10 -0.06 0.07
H -1.848416 5.456213 1.299560 -0.07 0.11 0.03
H -0.587116 4.512213 2.099060 -0.02 0.02 0.17

---

(2)
8
Properties=species:S:1:pos:R:3:forces:R:3 method="wB97M-V/def2-TZVPD" orbital_gap_ev=7.36 homo_ev=-3.3 e_tot_ha=-551.71911 relative_energy_ev=0.0781 lumo_energy_ev=4.07 charge=-1
S 0.404253 -0.664287 0.586086 0.01 0.26 0.10
H -0.562177 0.256442 0.747981 -0.05 -0.05 0.01
H -1.266052 -2.206826 -0.093823 0.04 -0.14 -0.10
H -1.448512 -2.036668 -1.543170 -0.06 -0.16 0.02
O -1.751953 -2.625746 -0.840113 0.05 0.27 0.04
H 1.502883 3.112238 0.766957 -0.02 -0.08 0.02
H 1.394477 1.645910 0.331072 0.00 -0.26 -0.17
O 1.727081 2.518937 0.045010 0.02 0.15 0.09

---

(3)
14
Properties=species:S:1:pos:R:3:forces:R:3 method="wB97M-V/def2-TZVPD" smiles="C/C=N/N1CC1" orbital_gap_ev=9.57 homo_ev=-8.5 e_tot_ha=-266.52885 relative_energy_ev=5.2559 lumo_energy_ev=1.06 charge=0
C -2.494136 -0.078207 -0.048075 -5.83 -0.29 -2.56
C -1.086576 -0.016302 0.010440 1.50 3.53 4.07
N -0.310363 -0.741470 -0.580744 3.39 -1.40 -1.89
N 1.125544 -0.429388 -0.684924 -0.88 -2.11 -1.63
C 2.020112 -0.604600 0.428301 2.87 -1.48 -3.97
C 1.868395 0.707888 -0.351565 -0.88 1.17 4.46
H -3.162256 -0.363612 0.804237 1.24 0.68 -0.15
H -2.630946 0.961904 -0.357651 -1.04 0.36 0.70
H -3.144607 -0.541932 -0.952597 2.45 0.12 1.64
H -0.785613 0.936024 0.753048 -0.12 -2.18 -1.93
H 1.534858 -0.852222 1.292786 -0.84 0.11 2.55
H 2.967574 -1.251014 0.159768 -2.03 1.13 0.78
H 2.768216 0.919203 -0.995562 -1.56 0.59 0.69
H 1.329798 1.353732 0.522544 1.71 -0.23 -2.77

---

(4)
16
Properties=species:S:1:pos:R:3:forces:R:3 method="wB97M-V/def2-TZVPD" orbital_gap_ev=9.76 homo_ev=-9.3 e_tot_ha=-525.48489 relative_energy_ev=3.3743 lumo_energy_ev=0.50 charge=0
N 2.289899 -0.161603 0.817544 -0.02 -0.35 0.44
C 0.214429 0.127430 -1.456820 -0.63 0.28 0.69
C -0.842721 0.521082 -0.353515 0.82 -0.29 -1.07
C 1.360164 0.026121 1.568489 1.40 -0.13 -0.58
N -0.955665 1.800880 -0.129515 -0.25 0.20 0.27
C -0.726348 -1.814150 -0.809514 -0.87 0.02 -0.54
N 0.165520 -1.163828 -1.523168 0.72 -0.54 -0.63
N 0.660107 0.263885 2.521624 -0.82 0.46 0.93
O 0.867354 1.000190 -1.997618 0.42 0.46 -0.19
O -1.438889 -0.445393 0.145232 -0.68 -0.17 0.29
H 2.494490 0.168585 -0.102561 -0.35 0.21 -0.37
H -0.293263 2.379148 -0.644455 -0.22 -0.11 0.03
H -1.621274 2.194387 0.518218 0.19 -0.03 0.00
H -0.149216 -0.247983 2.822353 -0.06 -0.17 -0.25
H -1.607233 -2.185855 -1.368620 0.15 0.27 0.56
H -0.417354 -2.462894 -0.007675 0.22 -0.11 0.42

---

(5)
11
Properties=species:S:1:pos:R:3:forces:R:3 method="wB97M-V/def2-TZVPD" orbital_gap_ev=10.23 homo_ev=-9.2 e_tot_ha=-272.46705 relative_energy_ev=0.6556 lumo_energy_ev=1.02 charge=0
N -2.332003 0.035250 -0.189911 0.66 -3.89 -1.64
C -1.004157 -0.503643 0.148411 0.25 1.81 1.49
C 0.024076 0.581804 0.001207 0.65 0.01 0.77
C 1.343675 0.528016 0.066512 1.82 2.07 -1.62
F 2.180177 -0.561728 -0.088658 -1.18 0.98 0.61
H -3.016715 -0.749083 -0.169043 0.44 1.54 0.20
H -2.588741 0.868486 0.242353 -0.51 1.13 1.12
H -0.637103 -1.322183 -0.422816 -0.52 -0.83 -0.96
H -0.899512 -0.844682 1.207977 -0.35 0.12 -0.45
H -0.217617 1.642142 0.007389 -0.76 -0.25 0.08
H 1.880555 1.577063 -0.035341 -0.53 -2.69 0.40

---

(6)
91
Properties=species:S:1:pos:R:3:forces:R:3 method="wB97M-V/def2-TZVPD" spin_multiplicity=2 orbital_gap_ev="1.95 / 9.22" homo_ev="0.6 / -6.7" e_tot_ha=-1597.68559 relative_energy_ev=0.0000 lumo_energy_ev="2.56 / 2.49" charge=-1
C -10.705930 8.304510 -10.361010 -0.39 0.08 -0.45
C -9.245510 7.953510 -10.182260 -0.12 0.43 0.55
C -8.340320 9.176250 -10.463310 -2.00 0.82 0.61
O -6.988790 8.945200 -10.494260 0.16 -0.48 0.60
C -6.562470 8.349640 -11.676830 1.02 -0.02 -0.72
N -9.049810 7.425060 -8.828110 0.54 0.42 -0.38
H -11.375420 7.466300 -10.167900 0.22 -0.33 -0.01
H -10.848320 8.573280 -11.407720 -0.29 0.26 -0.02
H -11.079950 9.087890 -9.701830 0.38 0.26 -0.04
H -9.006430 7.236890 -10.968000 0.13 -0.37 -0.06
H -8.478500 10.010090 -9.775040 -0.23 -0.37 0.79
H -8.761570 9.644290 -11.353010 0.41 -0.20 -0.90
H -5.548080 8.007330 -11.472040 -0.05 -0.19 -0.30
H -6.505990 9.112550 -12.453290 0.01 -0.03 -0.30
H -7.191050 7.535290 -12.037130 -0.04 -0.14 0.21
H -8.048950 7.388280 -8.697630 0.25 -0.16 0.39
H -9.396040 6.479320 -8.751840 -0.06 -0.12 -0.06
C 3.345250 10.184400 -14.872480 -0.69 -0.85 0.97
C 2.522670 10.126330 -16.133790 -0.22 1.24 0.09
C 0.987530 10.351830 -16.065950 -0.08 -2.43 -0.25
O 0.437580 9.147430 -15.457220 -0.13 1.11 0.75
C -0.981200 9.183240 -15.418800 -0.18 0.33 -0.85
N 3.083040 11.130920 -16.983370 0.21 1.39 -2.07
H 2.916830 9.510540 -14.130540 0.44 -0.30 0.20
H 3.432940 11.156180 -14.386630 -0.24 0.22 -0.34
H 4.324470 9.874940 -15.237830 0.25 -0.17 0.69
H 2.808290 9.190270 -16.613720 -0.88 -0.33 0.01
H 0.508320 10.353140 -17.044960 0.60 0.24 -0.63
H 0.635630 11.284220 -15.624450 0.37 0.02 0.80
H -1.423890 8.449100 -14.745620 0.45 0.08 0.10
H -1.388680 9.013720 -16.415460 0.05 -0.57 -0.45
H -1.402460 10.171760 -15.235860 0.29 0.28 0.82
H 2.945310 12.071850 -16.643120 -0.37 0.09 0.26
H 4.088800 11.057840 -17.040010 0.11 -0.30 -0.07
C -6.347320 12.643830 -12.448270 -0.09 -0.06 0.18
C -5.192830 12.459440 -11.462900 0.27 -0.79 1.58
C -5.368160 13.148720 -10.029850 0.27 1.15 -0.84
O -5.593790 14.577880 -10.093190 -0.76 -0.12 0.38
C -4.590240 15.409580 -10.651870 -0.19 -1.39 -0.83
N -4.873380 10.999230 -11.259560 -0.65 1.19 0.23
H -6.252390 12.174700 -13.427560 0.77 -0.24 0.02
H -6.567420 13.684210 -12.687560 -0.08 0.11 0.45
H -7.224680 12.139370 -12.043460 -0.28 0.34 0.29
H -4.214530 12.789100 -11.812680 -0.25 0.66 -0.49
H -4.518720 12.984100 -9.366940 0.94 -0.19 -0.57
H -6.127850 12.756270 -9.353870 -0.82 -0.11 -0.75
H -4.964240 16.423150 -10.796390 -0.08 -0.01 0.66
H -4.409860 15.054180 -11.666390 0.38 0.02 -0.30
H -3.646700 15.333510 -10.111450 -0.02 0.34 0.23
H -4.224620 11.056620 -10.487600 0.90 -0.51 0.09
H -5.639310 10.504740 -10.824890 -0.61 0.04 -0.03
C -6.716310 11.405630 -17.279840 -0.40 -0.32 0.41
C -5.621260 12.372280 -17.619650 0.42 -0.74 -0.66
C -4.723580 12.532690 -16.397760 -0.33 0.49 -0.30
O -3.894630 13.682560 -16.533250 0.18 0.17 0.66
C -2.981800 13.925490 -15.440390 -0.09 -0.99 -0.56
N -4.949160 11.738100 -18.787380 0.03 0.96 -0.01
H -6.214930 10.512860 -16.906120 -0.39 -0.32 0.27
H -7.312250 11.134250 -18.151220 0.14 0.08 -0.04
H -7.384390 11.822970 -16.526450 0.01 -0.21 0.19
H -6.118630 13.307510 -17.876680 0.56 0.27 -0.33
H -4.133630 11.628060 -16.250400 0.21 -0.11 0.00
H -5.421300 12.566870 -15.561030 0.28 0.48 0.57
H -2.531500 12.986260 -15.119170 0.08 -0.24 -0.04
H -3.424920 14.337370 -14.533700 -0.45 0.29 -0.20
H -2.167280 14.554920 -15.798820 -0.28 0.20 -0.09
H -4.154860 12.287790 -19.082390 0.11 0.36 -0.07
H -4.525040 10.880050 -18.464950 -0.09 -0.34 0.14
C -1.405700 14.337120 -11.857310 0.63 1.15 -0.07
C -0.608720 13.124910 -12.202590 0.70 -1.28 0.93
C 0.746860 12.943290 -11.355420 -0.71 1.22 -1.70
O 1.669070 12.143400 -12.068170 -0.85 -1.21 -0.40
C 2.847670 11.854350 -11.377870 0.54 0.28 -0.41
N -1.456300 11.937850 -12.042540 0.55 -0.40 -0.54
H -2.217060 14.530370 -12.559060 -0.18 -0.41 0.05
H -0.727130 15.176810 -12.007500 -0.02 0.46 0.34
H -1.784470 14.352930 -10.835360 0.07 -0.14 -0.02
H -0.358890 13.166300 -13.262770 0.39 0.05 -0.01
H 0.537510 12.529820 -10.368850 -0.05 0.21 0.16
H 1.234960 13.917880 -11.362320 -0.18 0.51 0.90
H 3.426380 12.770540 -11.260490 0.19 0.27 0.28
H 3.440720 11.199420 -12.016190 -0.08 -0.13 0.03
H 2.742080 11.383060 -10.400710 -0.42 -0.04 0.11
H -0.778840 11.197710 -12.157990 -0.05 -0.91 -0.53
H -1.643600 11.811000 -11.058200 -0.56 0.31 0.68
O -4.302870 8.578750 -15.358200 -0.28 -0.64 -0.34
H -4.235400 8.774940 -16.292650 -0.01 -0.03 -0.22
H -3.811810 9.279830 -14.929730 0.13 0.74 0.66
O -3.727380 10.886310 -13.816580 0.02 -0.24 -1.48
H -3.010270 11.316610 -13.350920 0.70 0.22 0.67
H -4.467030 10.929240 -13.210520 -0.14 -0.33 0.70

---

Repeat the second record exactly.
8
Properties=species:S:1:pos:R:3:forces:R:3 method="wB97M-V/def2-TZVPD" orbital_gap_ev=7.36 homo_ev=-3.3 e_tot_ha=-551.71911 relative_energy_ev=0.0781 lumo_energy_ev=4.07 charge=-1
S 0.404253 -0.664287 0.586086 0.01 0.26 0.10
H -0.562177 0.256442 0.747981 -0.05 -0.05 0.01
H -1.266052 -2.206826 -0.093823 0.04 -0.14 -0.10
H -1.448512 -2.036668 -1.543170 -0.06 -0.16 0.02
O -1.751953 -2.625746 -0.840113 0.05 0.27 0.04
H 1.502883 3.112238 0.766957 -0.02 -0.08 0.02
H 1.394477 1.645910 0.331072 0.00 -0.26 -0.17
O 1.727081 2.518937 0.045010 0.02 0.15 0.09